Record 1
ORCA calculation (ωB97M-V with the def2-TZVPD basis set) on C4H8N2OS as an isolated structure.

Values from the calculation:
HOMO: -8.8 eV
Total energy: -20135.2533 eV
ΔE to the lowest compared entry with this formula, charge and spin: 538.5 kJ/mol
Net charge: 0
Lowest unoccupied orbital energy: 0.3208 eV
HOMO-LUMO gap: 9.2 eV

```
16
C4H8N2OS | the Open Molecules 2025 dataset | ωB97M-V with the def2-TZVPD basis set
C 0.247 1.074 1.077
C -0.459 -1.117 0.422
C 0.852 -0.966 -0.369
C 0.826 -0.284 -1.818
H -1.374 0.487 2.819
H -0.840 2.215 2.550
H -1.375 -0.629 0.136
H -0.556 -2.098 0.785
H 1.597 -1.818 -0.323
H 0.313 -1.192 -2.700
H 2.054 0.105 -1.985
H -1.693 0.161 -2.024
N -0.856 1.271 1.867
N 0.609 -0.196 0.841
O 0.994 1.920 0.733
S -0.338 1.067 -2.012
```



Record 2
ORCA calculation (ωB97M-V with the def2-TZVPD basis set) on a 2-piece molecular cluster, C24H20BF3O3 overall.

Values from the calculation:
HOMO: -7.3 eV
Total energy: -40184.0494 eV
ΔE to the lowest compared entry with this formula, charge and spin: 0.0 kJ/mol
Net charge: 0
Lowest unoccupied orbital energy: -3.1698 eV
HOMO-LUMO gap: 4.1 eV

```
51
C24H20BF3O3 | the Open Molecules 2025 dataset | ωB97M-V with the def2-TZVPD basis set
C 5.800 3.493 -0.904
O 5.893 2.054 -0.760
C 4.760 1.324 -0.920
C 4.885 -0.090 -0.845
C 3.765 -0.877 -0.869
C 2.456 -0.305 -0.973
C 1.328 -1.145 -0.862
C -0.034 -0.726 -0.898
C -0.985 -1.523 -1.594
C -2.338 -1.332 -1.417
C -2.771 -0.331 -0.536
O -4.130 -0.286 -0.214
C -4.889 0.758 -0.721
C -6.263 0.498 -0.749
C -7.074 1.296 -1.548
C -6.529 2.387 -2.238
C -5.169 2.690 -2.114
C -4.332 1.886 -1.331
C -1.871 0.549 0.077
C -0.513 0.382 -0.143
C 2.367 1.102 -1.203
C 3.486 1.907 -1.138
H 6.795 3.857 -0.641
H 5.559 3.760 -1.945
H 5.047 3.919 -0.224
H 5.885 -0.510 -0.753
H 3.853 -1.961 -0.796
H 1.511 -2.221 -0.895
H -0.624 -2.311 -2.259
H -3.079 -1.942 -1.934
H -6.633 -0.369 -0.203
H -8.135 1.059 -1.629
H -7.167 3.012 -2.867
H -4.735 3.548 -2.629
H -3.271 2.109 -1.230
H -2.252 1.351 0.715
H 0.188 1.071 0.332
H 1.400 1.554 -1.431
H 3.390 2.989 -1.252
C 1.007 -1.349 2.221
C -0.161 -2.065 2.410
C 0.144 -3.083 3.363
C 1.481 -2.933 3.682
B 2.474 -3.665 4.709
F 1.814 -4.881 4.930
F 3.722 -3.802 4.096
F 2.454 -2.805 5.820
O 1.994 -1.876 2.972
H 1.166 -0.447 1.652
H -1.115 -1.908 1.926
H -0.553 -3.814 3.758
```



Record 3
ORCA calculation (ωB97M-V with the def2-TZVPD basis set) on an isolated ion of composition C31H22F4O3P and charge +1.

Values from the calculation:
HOMO: -12.0 eV
Total energy: -58793.3383 eV
ΔE to the lowest compared entry with this formula, charge and spin: 168.0 kJ/mol
Net charge: +1
Lowest unoccupied orbital energy: -6.9784 eV
HOMO-LUMO gap: 5.0 eV

```
61
C31H22F4O3P | the Open Molecules 2025 dataset | ωB97M-V with the def2-TZVPD basis set
F -2.522 4.290 1.717
C -2.395 2.908 1.792
C -3.379 2.169 2.452
C -3.183 0.782 2.502
F -4.210 -0.032 2.928
C -2.017 0.197 2.052
C -0.966 0.964 1.521
C 0.397 0.317 1.378
C 1.603 1.044 1.954
C 2.795 0.325 2.087
C 3.986 0.948 2.420
F 5.166 0.247 2.295
C 4.042 2.298 2.780
C 2.835 2.971 2.808
F 2.828 4.315 3.158
C 1.600 2.398 2.396
C -1.239 2.326 1.217
H -4.295 2.627 2.781
H -1.916 -0.895 2.128
H 0.342 -0.628 2.014
H 2.834 -0.741 1.826
H 4.992 2.816 2.936
H 0.706 3.026 2.369
H -0.535 2.919 0.592
C 3.848 0.786 -3.885
C 3.851 1.814 -2.931
C 3.182 1.642 -1.699
C 2.472 0.467 -1.486
O 1.496 0.474 -0.477
P 0.536 -0.879 -0.214
O 0.573 -2.102 0.948
C -0.433 -3.100 1.041
C -1.152 -3.207 2.219
C -2.311 -3.990 2.211
C -2.636 -4.738 1.072
C -1.805 -4.700 -0.059
C -0.698 -3.835 -0.108
O -1.122 -0.582 -0.386
C -1.705 -0.138 -1.591
C -2.973 0.502 -1.524
C -3.596 0.864 -2.739
C -2.996 0.612 -3.958
C -1.733 -0.011 -3.996
C -1.092 -0.381 -2.793
C 2.568 -0.631 -2.345
C 3.252 -0.446 -3.574
H 4.314 0.950 -4.865
H 4.358 2.769 -3.130
H 3.145 2.433 -0.934
H -0.842 -2.628 3.095
H -2.931 -4.013 3.111
H -3.537 -5.368 1.087
H -2.025 -5.340 -0.913
H -0.055 -3.749 -0.977
H -3.425 0.700 -0.559
H -4.581 1.335 -2.682
H -3.484 0.886 -4.892
H -1.253 -0.217 -4.947
H -0.101 -0.901 -2.828
H 2.106 -1.603 -2.104
H 3.312 -1.269 -4.294
```



Record 4
ORCA calculation (ωB97M-V with the def2-TZVPD basis set) on C41H41IrN2P2 as an isolated structure.

Values from the calculation:
HOMO (alpha / beta): -15.3 / -16.6 eV
Total energy: -67551.6354 eV
Net charge: +3
Multiplicity: 6
Lowest unoccupied orbital energy (alpha / beta): -7.2765 / -11.2940 eV
HOMO-LUMO gap (alpha / beta): 8.0 / 5.3 eV

```
87
C41H41IrN2P2 | the Open Molecules 2025 dataset | ωB97M-V with the def2-TZVPD basis set
Ir -0.192 -0.130 0.601
C 1.824 -2.379 1.114
N 1.317 -1.598 -0.041
C 2.450 -0.967 -0.764
C 0.566 -2.504 -0.953
C -0.819 -2.760 -0.433
C -1.438 -3.974 -0.460
C -2.794 -4.059 -0.073
C -3.523 -2.913 0.340
C -2.911 -1.696 0.378
C -1.510 -1.602 0.099
H 2.567 -3.106 0.774
H 0.995 -2.910 1.582
H 2.283 -1.709 1.835
H 3.054 -1.732 -1.256
H 3.071 -0.431 -0.048
H 2.070 -0.271 -1.510
H 1.124 -3.433 -1.103
H 0.491 -2.004 -1.923
H -0.922 -4.861 -0.806
H -3.302 -5.013 -0.135
H -4.565 -3.020 0.611
H -3.467 -0.813 0.667
C -1.104 3.103 1.537
N -0.606 2.823 2.884
C -1.079 1.568 3.489
P -0.205 0.008 2.965
C 1.388 0.141 3.783
C 2.483 0.559 3.027
C 3.702 0.809 3.643
C 3.829 0.637 5.015
C 2.739 0.222 5.775
C 1.518 -0.023 5.166
C -1.168 -1.290 3.757
C -0.530 -2.487 4.097
C -1.266 -3.548 4.603
C -2.638 -3.424 4.776
C -3.280 -2.243 4.427
C -2.552 -1.182 3.907
C 0.058 3.754 3.616
C 0.758 3.357 4.801
C 1.444 4.283 5.535
C 1.450 5.631 5.148
C 0.756 6.044 3.999
C 0.079 5.136 3.236
P -0.354 2.161 0.109
C 1.205 2.977 -0.253
C 2.086 3.310 0.782
C 3.307 3.897 0.491
C 3.662 4.137 -0.831
C 2.800 3.788 -1.862
C 1.572 3.206 -1.579
C -1.521 2.580 -1.186
C -1.700 3.920 -1.548
C -2.621 4.250 -2.526
C -3.359 3.250 -3.152
C -3.177 1.920 -2.805
C -2.259 1.583 -1.820
H -0.939 4.142 1.282
H -2.176 2.904 1.491
H -2.135 1.476 3.229
H -1.017 1.636 4.572
H 2.384 0.689 1.953
H 4.555 1.124 3.055
H 4.781 0.818 5.496
H 2.845 0.084 6.843
H 0.674 -0.339 5.767
H 0.541 -2.592 3.983
H -0.764 -4.466 4.878
H -3.207 -4.245 5.190
H -4.347 -2.142 4.571
H -3.084 -0.277 3.639
H 0.793 2.318 5.091
H 1.989 3.973 6.417
H 1.982 6.360 5.744
H 0.736 7.091 3.730
H -0.493 5.494 2.395
H 1.831 3.111 1.815
H 3.983 4.170 1.292
H 4.614 4.599 -1.058
H 3.080 3.978 -2.889
H 0.899 2.952 -2.389
H -1.105 4.704 -1.092
H -2.759 5.285 -2.810
H -4.073 3.513 -3.921
H -3.744 1.147 -3.305
H -2.110 0.543 -1.553
```



Record 5
ORCA calculation (ωB97M-V with the def2-TZVPD basis set) on C19H46AsCl4F6N6O7 as an isolated structure.

Values from the calculation:
HOMO: -7.5 eV
Total energy: -170967.8752 eV
ΔE to the lowest compared entry with this formula, charge and spin: 0.0 kJ/mol
Net charge: -1
Lowest unoccupied orbital energy: 1.9338 eV
HOMO-LUMO gap: 9.4 eV

```
89
C19H46AsCl4F6N6O7 | the Open Molecules 2025 dataset | ωB97M-V with the def2-TZVPD basis set
As 0.668 -0.182 -0.297
F -0.582 0.857 0.219
F 1.651 0.297 1.055
F 2.009 -1.172 -0.790
F -0.201 -0.771 -1.679
F 1.307 1.091 -1.296
F 0.067 -1.519 0.630
Cl -0.326 4.713 2.177
C 0.700 3.543 3.037
C -0.117 2.693 3.973
Cl -0.877 1.333 3.123
H 1.491 4.063 3.573
H 1.178 2.901 2.298
H -0.908 3.238 4.486
H 0.494 2.311 4.794
Cl 5.682 -0.873 -1.447
C 4.601 0.306 -2.221
C 4.279 1.487 -1.351
Cl 5.726 2.539 -1.147
H 3.666 -0.228 -2.404
H 4.982 0.602 -3.194
H 3.851 1.244 -0.384
H 3.551 2.104 -1.877
C 1.880 4.537 -0.652
C 0.790 4.606 -1.711
C 0.907 5.836 -2.589
O 0.932 3.456 -2.563
H 2.857 4.511 -1.143
H 1.787 3.673 0.009
H 1.873 5.429 -0.017
H -0.206 4.560 -1.260
H 0.321 6.647 -2.155
H 0.470 5.596 -3.560
H 1.939 6.142 -2.753
H 1.216 2.709 -2.024
O -1.479 -4.788 3.928
C -1.056 -3.820 3.320
N -1.089 -3.737 1.968
C -0.528 -2.597 4.039
H -1.543 -4.476 1.458
H -0.612 -3.005 1.466
H -0.093 -1.894 3.324
H 0.265 -2.908 4.718
H -1.308 -2.088 4.599
O -5.184 3.558 1.951
C -4.459 2.592 2.093
N -3.482 2.260 1.211
C -4.649 1.667 3.259
H -2.712 1.670 1.485
H -3.394 2.855 0.404
H -3.891 0.895 3.409
H -5.597 1.140 3.143
H -4.687 2.241 4.184
O -2.244 -4.665 -3.011
C -1.417 -5.137 -2.246
N -0.543 -4.381 -1.535
C -1.214 -6.623 -2.185
H 0.159 -4.865 -1.002
H -0.546 -3.375 -1.480
H -1.812 -7.122 -2.936
H -1.412 -7.045 -1.197
H -0.164 -6.874 -2.380
O -4.212 -3.308 -0.078
C -3.623 -2.256 -0.273
N -2.911 -2.030 -1.412
C -3.603 -1.162 0.760
H -2.619 -2.810 -1.985
H -2.427 -1.161 -1.556
H -3.364 -1.574 1.735
H -4.576 -0.667 0.784
H -2.898 -0.380 0.478
O -1.905 1.115 -5.856
C -1.510 0.349 -4.991
N -0.631 0.734 -4.037
C -1.947 -1.099 -4.956
H -0.318 1.692 -4.083
H -0.226 0.092 -3.376
H -1.890 -1.463 -5.981
H -2.973 -1.201 -4.614
H -1.253 -1.704 -4.370
O 5.545 -2.650 2.346
C 4.700 -1.774 2.272
N 3.547 -1.908 1.588
C 4.924 -0.417 2.882
H 2.829 -1.203 1.558
H 3.331 -2.760 1.099
H 4.332 0.378 2.430
H 5.980 -0.154 2.827
H 4.729 -0.434 3.959
```



Record 6
ORCA calculation (ωB97M-V with the def2-TZVPD basis set) on a 2-piece molecular cluster, C6H8Cl2NO2P overall.

Values from the calculation:
HOMO: -9.3 eV
Total energy: -46268.9845 eV
ΔE to the lowest compared entry with this formula, charge and spin: 115.6 kJ/mol
Net charge: 0
Lowest unoccupied orbital energy: -0.7906 eV
HOMO-LUMO gap: 8.5 eV
SMILES: C/C(C#N)=P/Cl.CCOC(=O)Cl

```
20
C6H8Cl2NO2P | the Open Molecules 2025 dataset | ωB97M-V with the def2-TZVPD basis set
C 0.554 -0.199 -2.724
C -0.911 -0.188 -2.414
C -1.840 -0.088 -3.466
N -2.774 -0.229 -4.179
P -1.443 -0.511 -0.837
Cl -3.432 -0.675 -0.747
H 0.824 0.817 -2.813
H 1.128 -0.492 -1.972
H 0.681 -0.559 -3.707
C 1.126 -1.121 2.120
C 0.822 0.091 2.916
O -0.348 0.788 2.338
C -0.016 1.631 1.395
O 1.065 1.875 0.970
Cl -1.429 2.422 0.726
H 2.104 -1.598 2.464
H 0.216 -1.816 1.904
H 1.544 -0.934 1.088
H 1.582 0.814 2.878
H 0.546 -0.028 4.062
```



Record 7
ORCA calculation (ωB97M-V with the def2-TZVPD basis set) on C31H40AuGeO2P2S2 as an isolated structure.

Values from the calculation:
HOMO (alpha / beta): -6.3 / -7.7 eV
Total energy: -137349.7736 eV
ΔE to the lowest compared entry with this formula, charge and spin: 156.3 kJ/mol
Net charge: 0
Multiplicity: 2
Lowest unoccupied orbital energy (alpha / beta): 0.2984 / -1.0130 eV
HOMO-LUMO gap (alpha / beta): 6.6 / 6.7 eV

```
79
C31H40AuGeO2P2S2 | the Open Molecules 2025 dataset | ωB97M-V with the def2-TZVPD basis set
Au -0.571 0.060 0.309
C -2.605 -2.197 -1.529
P -0.876 -1.866 -1.082
C -0.032 -1.803 -2.691
C -0.266 -3.348 -0.272
C 1.146 -3.219 0.134
C 1.722 -4.193 1.164
C 0.812 -5.305 1.516
C -0.463 -5.346 1.109
C -1.036 -4.312 0.252
H -3.209 -2.272 -0.626
H -2.698 -3.110 -2.119
H -2.975 -1.348 -2.103
H -0.236 -2.702 -3.274
H 1.042 -1.698 -2.546
H -0.383 -0.924 -3.232
H 1.842 -2.801 -0.587
H 3.674 -3.788 0.429
H 1.224 -6.124 2.095
H -1.091 -6.181 1.393
H -2.099 -4.348 0.044
C -0.055 4.329 2.323
C -1.486 4.648 1.939
C -2.424 4.656 3.130
O -1.932 3.749 0.877
P -2.531 2.300 1.001
S -2.525 1.457 -0.808
S -1.586 1.147 2.358
O -4.014 2.610 1.504
C -4.936 1.509 1.726
C -5.312 1.515 3.192
C -6.112 1.709 0.794
H 0.332 5.134 2.952
H 0.580 4.246 1.442
H 0.000 3.396 2.882
H -1.520 5.618 1.442
H -2.396 3.695 3.646
H -3.449 4.862 2.826
H -2.100 5.426 3.831
H -4.423 0.575 1.480
H -5.785 2.464 3.453
H -4.425 1.380 3.811
H -6.014 0.707 3.403
H -6.600 2.661 1.005
H -6.839 0.907 0.929
H -5.775 1.707 -0.243
C 2.959 0.122 -0.680
Ge 1.849 0.000 0.951
C 2.360 -1.711 1.802
C 1.370 -2.793 1.559
C 3.210 -4.492 1.128
C 3.858 -4.319 2.476
C 3.969 -3.132 3.076
C 3.481 -1.865 2.514
C 2.459 1.484 2.090
C 3.251 2.455 1.529
C 3.712 3.563 2.276
C 3.370 3.694 3.588
C 2.548 2.725 4.215
C 2.161 2.857 5.571
C 1.354 1.929 6.163
C 0.895 0.819 5.422
C 1.255 0.668 4.114
C 2.090 1.612 3.464
H 4.016 0.192 -0.414
H 2.684 0.991 -1.277
H 2.828 -0.771 -1.293
H 0.443 -2.671 2.115
H 3.384 -5.496 0.736
H 4.273 -5.194 2.964
H 4.498 -3.075 4.023
H 4.092 -0.987 2.717
H 3.541 2.385 0.488
H 4.339 4.304 1.796
H 3.715 4.540 4.170
H 2.516 3.715 6.130
H 1.060 2.042 7.198
H 0.250 0.088 5.893
H 0.890 -0.182 3.551
```



Record 8
ORCA calculation (ωB97M-V with the def2-TZVPD basis set) on an isolated ion of composition CH3I3P and charge +1.

Values from the calculation:
HOMO: -13.4 eV
Total energy: -34668.6247 eV
ΔE to the lowest compared entry with this formula, charge and spin: 137.1 kJ/mol
Net charge: +1
Lowest unoccupied orbital energy: -6.6640 eV
HOMO-LUMO gap: 6.7 eV

```
8
CH3I3P | the Open Molecules 2025 dataset | ωB97M-V with the def2-TZVPD basis set
C -0.812 0.567 0.737
P 0.843 0.958 0.023
I 0.767 -3.620 -0.387
I 2.237 -1.532 -1.107
I 0.367 2.214 -1.933
H -0.724 -0.169 1.642
H -1.484 0.126 -0.015
H -1.193 1.456 1.041
```